#A
{"formula": "CH7N2O", "method": "ωB97M-V/def2-TZVPD", "charge": -1, "gap_ev": 7.031, "lumo_ev": 4.785, "homo_ev": -2.2, "symbols": ["N", "H", "H", "H", "N", "C", "O", "H", "H", "H", "H"], "positions_angstrom": [[-1.610, -1.556, 0.146], [-1.967, -2.252, -0.509], [-0.787, -1.184, -0.408], [-2.324, -0.713, -0.040], [0.981, 0.193, -0.643], [0.676, 1.124, 0.531], [-0.470, 1.797, 0.487], [1.889, -0.254, -0.420], [1.213, 0.854, -1.384], [1.717, 1.594, 0.807], [0.683, 0.396, 1.432]]}

#B
{"formula": "CH7N2O", "method": "ωB97M-V/def2-TZVPD", "charge": -1, "gap_ev": 7.019, "lumo_ev": 4.940, "homo_ev": -2.1, "symbols": ["O", "H", "N", "C", "N", "H", "H", "H", "H", "H", "H"], "positions_angstrom": [[0.034, 2.810, 0.033], [0.084, 1.817, -0.480], [-0.568, -1.564, 0.834], [0.450, -0.978, -0.103], [0.010, 0.265, -0.711], [-0.632, -1.095, 1.725], [-1.441, -1.549, 0.162], [1.387, -0.782, 0.404], [0.619, -1.755, -0.963], [0.833, 2.740, 0.427], [-0.777, 0.092, -1.327]]}

The most stable of them is #A.

#A
{"formula": "CH7N2O", "method": "ωB97M-V/def2-TZVPD", "charge": -1, "gap_ev": 7.543, "lumo_ev": 4.906, "homo_ev": -2.6, "symbols": ["N", "H", "H", "H", "N", "C", "O", "H", "H", "H", "H"], "positions_angstrom": [[-0.786, 0.597, -2.543], [-0.578, 0.134, -1.622], [0.110, 0.792, -2.937], [-1.275, -0.150, -3.034], [0.803, -0.208, 2.104], [0.223, 0.262, 0.792], [-0.228, -0.662, -0.019], [1.654, -0.739, 1.959], [0.242, -0.525, 2.881], [1.029, 0.945, 0.401], [-0.537, 0.997, 1.192]]}

#B
{"formula": "CH7N2O", "method": "ωB97M-V/def2-TZVPD", "charge": -1, "gap_ev": 6.115, "lumo_ev": 3.731, "homo_ev": -2.4, "symbols": ["N", "H", "H", "H", "N", "C", "O", "H", "H", "H", "H"], "positions_angstrom": [[0.475, -3.551, 0.905], [-0.274, -3.259, 1.490], [0.251, -3.026, 0.059], [1.194, -3.106, 1.488], [-0.480, 1.080, -1.041], [0.000, 2.120, -0.092], [0.507, 3.274, -0.707], [-0.122, 1.451, -1.931], [-1.442, 1.294, -1.172], [0.804, 1.473, 0.431], [-0.912, 2.251, 0.571]]}

The most stable of them is #A.

#A
{"formula": "C6H10N2", "method": "ωB97M-V/def2-TZVPD", "charge": 0, "gap_ev": 9.414, "lumo_ev": 0.982, "homo_ev": -8.4, "symbols": ["C", "C", "C", "C", "C", "C", "H", "H", "H", "H", "H", "H", "H", "H", "H", "H", "N", "N"], "positions_angstrom": [[1.877, -1.052, 0.114], [-0.593, -1.122, -0.191], [-1.140, -0.404, 1.078], [-1.102, 0.862, 0.225], [-1.469, -0.089, -0.916], [0.373, 0.840, -0.023], [2.104, -2.007, -0.402], [2.720, -0.381, -0.185], [1.935, -1.243, 1.191], [-0.624, -2.231, -0.406], [-2.276, -0.475, 1.238], [-0.628, -0.567, 2.022], [-1.614, 1.755, 0.544], [-2.538, -0.312, -0.923], [-1.159, 0.184, -2.027], [0.823, 2.534, 0.221], [0.657, -0.500, -0.364], [1.282, 1.718, -0.064]]}

#B
{"formula": "C6H10N2", "method": "ωB97M-V/def2-TZVPD", "charge": 0, "smiles": "C=NN1[C@@H]2CCC[C@@H]21", "gap_ev": 9.215, "lumo_ev": 0.936, "homo_ev": -8.3, "symbols": ["C", "C", "C", "C", "C", "C", "H", "H", "H", "H", "H", "H", "H", "H", "H", "H", "N", "N"], "positions_angstrom": [[2.967, 0.280, 0.122], [0.006, 0.639, -0.635], [-1.304, 1.286, -0.212], [-1.899, 0.268, 0.761], [-1.849, -1.024, -0.221], [-0.313, -0.833, -0.444], [4.028, -0.111, -0.511], [3.005, 1.299, 0.222], [0.501, 1.089, -1.398], [-1.268, 2.332, 0.229], [-2.030, 1.019, -1.117], [-1.073, 0.180, 1.721], [-2.974, 0.409, 1.322], [-2.685, -0.945, -1.003], [-1.949, -2.015, 0.469], [-0.011, -1.735, -0.912], [2.056, -0.559, 0.268], [0.631, -0.188, 0.411]]}

#C
{"formula": "C6H10N2", "method": "ωB97M-V/def2-TZVPD", "charge": 0, "smiles": "CN=C=C(C)C.C#N", "gap_ev": 9.101, "lumo_ev": 0.824, "homo_ev": -8.3, "symbols": ["C", "C", "C", "C", "C", "C", "N", "N", "H", "H", "H", "H", "H", "H", "H", "H", "H", "H"], "positions_angstrom": [[1.862, 1.839, 0.457], [0.310, -0.648, -0.252], [-0.611, 0.181, -0.271], [0.693, -1.339, 0.980], [0.785, -1.247, -1.588], [-2.620, 1.325, 0.286], [2.682, 1.126, 0.771], [-1.223, 1.212, -0.010], [1.206, 2.675, 0.254], [0.649, -2.418, 0.729], [0.018, -1.090, 1.777], [1.779, -1.128, 1.363], [1.957, -1.330, -1.665], [0.359, -0.791, -2.476], [0.553, -2.267, -1.599], [-2.493, 1.608, 1.346], [-2.884, 1.995, -0.420], [-3.024, 0.296, 0.319]]}

The most stable of them is #A.

#A
{"formula": "C6H10N2", "method": "ωB97M-V/def2-TZVPD", "charge": 0, "smiles": "c1ccncc1.CN", "gap_ev": 10.178, "lumo_ev": 0.948, "homo_ev": -9.2, "symbols": ["C", "C", "C", "C", "C", "C", "H", "H", "H", "H", "H", "H", "H", "H", "H", "H", "N", "N"], "positions_angstrom": [[-2.206, 1.243, 0.841], [-0.062, -0.882, -0.779], [0.648, 0.002, -1.562], [1.744, 0.769, -1.054], [2.003, 0.457, 0.283], [1.309, -0.665, 0.952], [-1.705, -0.596, 1.110], [-3.462, -0.311, 0.844], [-2.945, 2.014, 0.436], [-1.934, 1.313, 1.962], [-1.291, 1.509, 0.380], [-1.092, -1.382, -1.124], [0.366, 0.073, -2.658], [2.268, 1.481, -1.708], [3.002, 0.712, 0.804], [1.791, -0.983, 1.901], [-2.455, -0.172, 0.404], [0.225, -1.167, 0.447]]}

#B
{"formula": "C6H10N2", "method": "ωB97M-V/def2-TZVPD", "charge": 0, "gap_ev": 9.400, "lumo_ev": 0.995, "homo_ev": -8.4, "symbols": ["C", "C", "C", "C", "C", "C", "H", "H", "H", "H", "H", "H", "H", "H", "H", "H", "N", "N"], "positions_angstrom": [[-0.989, 0.352, 1.331], [-1.083, 0.714, -0.162], [-0.446, -0.987, 0.693], [1.142, -0.571, 0.241], [0.927, -0.409, -1.284], [0.360, 0.837, -0.689], [-0.184, 1.002, 1.644], [-1.999, 0.253, 1.823], [-1.801, 1.485, -0.550], [-2.281, -0.986, -0.086], [-0.473, -1.864, 1.361], [1.629, -1.466, 0.655], [0.450, -1.139, -1.904], [1.867, 0.033, -1.816], [0.679, 1.788, -1.186], [2.277, 0.960, -0.126], [-1.379, -0.788, -0.434], [1.304, 0.784, 0.487]]}

The most stable of them is #A.

#A
{"formula": "C6H10N2", "method": "ωB97M-V/def2-TZVPD", "charge": 0, "smiles": "CN1C=NCC12CC2", "gap_ev": 9.151, "lumo_ev": 0.821, "homo_ev": -8.3, "symbols": ["C", "C", "C", "C", "C", "C", "H", "H", "H", "H", "H", "H", "H", "H", "H", "H", "N", "N"], "positions_angstrom": [[0.442, 1.912, -0.097], [2.058, -0.040, 0.148], [0.806, -1.739, -0.139], [-0.286, -0.513, 0.009], [-1.733, -0.668, -0.483], [-1.482, -0.221, 0.839], [1.194, 2.572, -0.819], [0.710, 2.340, 0.930], [-0.522, 2.368, -0.510], [2.682, 1.003, 0.596], [0.428, -2.748, 0.323], [0.969, -1.754, -1.322], [-2.347, -1.786, -0.399], [-2.112, -0.084, -1.408], [-1.973, -0.891, 1.493], [-1.809, 1.020, 0.824], [0.804, 0.517, -0.196], [2.170, -1.287, 0.210]]}

#B
{"formula": "C6H10N2", "method": "ωB97M-V/def2-TZVPD", "charge": 0, "smiles": "C[C@]12CNN=C[C@@H]1C2", "gap_ev": 9.118, "lumo_ev": 0.963, "homo_ev": -8.2, "symbols": ["C", "C", "C", "C", "C", "C", "H", "H", "H", "H", "H", "H", "H", "H", "H", "H", "N", "N"], "positions_angstrom": [[-0.345, -1.032, 1.403], [-0.770, -0.467, -0.040], [0.163, -1.165, -0.933], [0.659, 1.509, 0.327], [-0.556, 1.021, -0.442], [-2.018, 0.492, -0.195], [0.778, -1.150, 1.283], [-0.458, -0.324, 2.306], [-0.912, -1.927, 1.475], [0.144, -2.214, -0.841], [-0.247, -0.959, -2.006], [2.084, -1.081, -0.453], [0.733, 2.264, 1.056], [-0.550, 0.985, -1.547], [-2.750, 0.487, -0.992], [-2.469, 0.476, 0.756], [1.361, -0.473, -0.452], [1.618, 0.659, 0.201]]}

The most stable of them is #B.

#A
{"formula": "C6H10N2", "method": "ωB97M-V/def2-TZVPD", "charge": 0, "gap_ev": [7.395, 5.862], "lumo_ev": [-0.642, -1.649], "homo_ev": [-8.0, -7.5], "symbols": ["C", "C", "C", "C", "C", "N", "N", "C", "H", "H", "H", "H", "H", "H", "H", "H", "H", "H"], "positions_angstrom": [[2.193, -0.109, -0.511], [-1.859, -0.376, -0.988], [-0.721, 1.415, 0.407], [-0.840, -0.010, 0.027], [-0.061, -1.049, 0.647], [0.154, -0.808, 2.174], [1.379, -0.664, 0.547], [1.392, -0.344, 1.908], [-0.309, -2.064, 0.325], [3.225, -0.107, -0.156], [2.127, -0.733, -1.405], [1.926, 0.922, -0.766], [-2.804, -0.594, -0.472], [-1.590, -1.291, -1.522], [-2.054, 0.418, -1.707], [-1.641, 1.744, 0.904], [0.105, 1.620, 1.082], [-0.622, 2.030, -0.496]]}

#B
{"formula": "C6H10N2", "method": "ωB97M-V/def2-TZVPD", "charge": 0, "gap_ev": 7.005, "lumo_ev": 0.786, "homo_ev": -6.2, "symbols": ["C", "C", "C", "C", "C", "C", "N", "N", "H", "H", "H", "H", "H", "H", "H", "H", "H", "H"], "positions_angstrom": [[0.444, -0.683, 0.209], [2.389, 0.068, 2.955], [0.385, 1.188, -0.533], [-0.480, -0.027, -0.829], [-0.357, -0.518, -2.263], [-1.935, 0.104, -0.396], [1.109, 0.461, 0.287], [1.809, 0.086, 3.944], [0.509, -1.508, 0.895], [1.971, 0.520, 0.885], [0.747, 1.856, -1.335], [-0.359, -1.591, -2.214], [0.629, -0.189, -2.590], [-1.121, -0.100, -2.921], [-2.663, 0.637, -1.062], [-1.995, 0.497, 0.565], [-2.373, -0.852, -0.492], [1.293, 0.051, 4.895]]}

#C
{"formula": "C6H10N2", "method": "ωB97M-V/def2-TZVPD", "charge": 0, "gap_ev": 10.112, "lumo_ev": 0.726, "homo_ev": -9.4, "symbols": ["C", "C", "C", "C", "C", "C", "H", "H", "H", "H", "H", "H", "H", "H", "H", "H", "N", "N"], "positions_angstrom": [[0.406, 2.123, 0.336], [0.664, 0.852, -0.509], [-0.436, -0.926, -0.473], [-1.759, -1.563, 0.240], [0.778, -0.417, 0.389], [2.208, -0.987, 0.020], [0.582, 3.025, -0.512], [-0.791, 1.991, 0.647], [1.089, 2.215, 1.558], [1.585, 1.101, -1.169], [-1.400, 0.738, -0.998], [0.144, -1.819, -1.051], [-2.551, -1.763, -0.513], [-1.601, -2.445, 0.939], [-2.314, -0.918, 1.026], [0.626, -0.228, 1.537], [-0.556, 0.282, -1.181], [3.326, -1.260, -0.286]]}

#D
{"formula": "C6H10N2", "method": "ωB97M-V/def2-TZVPD", "charge": 0, "gap_ev": 8.375, "lumo_ev": 0.936, "homo_ev": -7.4, "symbols": ["C", "C", "N", "N", "C", "C", "C", "C", "H", "H", "H", "H", "H", "H", "H", "H", "H", "H"], "positions_angstrom": [[0.367, 1.201, 1.453], [-1.253, -1.744, 0.820], [0.402, 0.131, 0.480], [-0.175, -0.418, -1.483], [0.894, 0.281, -0.804], [-0.885, -0.535, 0.026], [-1.576, 0.009, -1.097], [1.974, 0.846, -1.328], [-0.015, -1.270, -2.001], [-1.679, 1.092, -1.182], [-0.026, 0.812, 2.393], [1.380, 1.564, 1.631], [-0.259, 2.042, 1.125], [-0.597, -2.580, 0.566], [-1.123, -1.547, 1.886], [-2.281, -2.034, 0.613], [2.160, 0.794, -2.388], [2.693, 1.357, -0.708]]}

The most stable of them is #C.

#A
{"formula": "C3H10N", "method": "ωB97M-V/def2-TZVPD", "charge": 1, "smiles": "CCC[NH3+]", "gap_ev": 12.166, "lumo_ev": -3.850, "homo_ev": -16.0, "symbols": ["C", "C", "C", "N", "H", "H", "H", "H", "H", "H", "H", "H", "H", "H"], "positions_angstrom": [[0.143, -0.441, 0.668], [0.252, 0.327, -0.625], [0.411, 1.859, -0.463], [-0.703, -1.710, 0.461], [1.101, -0.805, 1.034], [-0.321, 0.102, 1.485], [-0.608, 0.191, -1.293], [1.083, -0.056, -1.212], [-0.514, 2.250, -0.106], [1.029, 2.121, 0.390], [0.797, 2.194, -1.409], [-0.661, -1.885, -0.546], [-0.327, -2.552, 0.898], [-1.683, -1.594, 0.719]]}

#B
{"formula": "C3H10N", "method": "ωB97M-V/def2-TZVPD", "charge": 1, "gap_ev": [8.181, 9.726], "lumo_ev": [-4.750, -4.077], "homo_ev": [-12.9, -13.8], "symbols": ["C", "C", "C", "N", "H", "H", "H", "H", "H", "H", "H", "H", "H", "H"], "positions_angstrom": [[1.345, 0.986, 0.385], [-2.478, 0.361, 0.016], [0.429, 0.039, -0.323], [0.745, -1.409, -0.078], [0.888, 1.918, 0.639], [1.961, 0.425, 1.093], [2.147, 1.198, -0.423], [-2.295, 0.583, -1.088], [-2.252, 1.174, 0.506], [-3.179, -0.411, 0.366], [0.122, 0.202, -1.301], [1.183, -1.396, 0.927], [1.524, -1.781, -0.647], [-0.140, -1.889, -0.071]]}

The most stable of them is #A.